(1)
A 10-piece molecular cluster, C33H49F6N3O11P overall, computed with wB97M-V/def2-TZVPD.

Calculated values
E_LUMO: 2.1774 eV
Total charge: -1
Relative energy (zero: lowest compared OMol25 entry of this formula, charge and spin): 1.244 eV
Largest force on an atom: 2.22 eV/Å
2S+1: 1
Orbital gap: 8.4 eV

XYZ file:
```
103
Properties=species:S:1:pos:R:3:mulliken_charge:R:1
P -0.036 0.026 0.261 1.634
F -0.349 -1.321 1.054 -0.237
F -1.311 -0.017 -0.781 -0.395
F -1.058 0.779 1.297 -0.421
F 0.388 1.423 -0.458 -0.484
F 1.246 0.358 1.218 -0.391
F 0.751 -0.860 -0.825 -0.437
O 6.793 3.258 3.968 -0.582
C 6.060 2.926 3.089 0.360
O 6.400 3.123 1.778 -0.361
C 5.293 2.885 0.908 -0.412
C 4.404 1.920 1.695 0.717
C 4.642 2.358 3.132 -0.265
H 5.673 2.380 0.020 0.319
H 4.839 3.837 0.627 0.233
H 4.758 0.904 1.537 0.265
H 3.345 2.007 1.459 -0.642
H 4.473 1.536 3.820 0.348
H 4.153 3.289 3.447 0.076
O 1.449 5.163 3.650 -0.648
C 1.024 4.814 2.574 0.554
O -0.216 4.429 2.338 -0.369
C -0.489 4.411 0.892 0.330
C 0.708 5.157 0.290 -0.653
C 1.825 4.906 1.300 0.256
H -1.522 4.732 0.799 0.338
H -0.452 3.370 0.566 -0.461
H 0.527 6.234 0.232 0.298
H 0.894 4.813 -0.727 0.380
H 2.558 5.701 1.248 0.428
H 2.266 3.940 1.040 -0.462
O -2.873 -5.076 2.916 -0.623
C -3.048 -3.886 2.875 0.506
O -4.208 -3.348 2.465 -0.402
C -4.293 -1.904 2.742 -0.336
C -2.834 -1.533 2.882 0.495
C -2.100 -2.790 3.320 -0.289
H -4.821 -1.819 3.692 0.314
H -4.811 -1.473 1.892 0.050
H -2.780 -0.735 3.629 0.574
H -2.512 -1.063 1.956 -0.690
H -2.046 -2.753 4.411 0.405
H -1.075 -2.813 2.964 -0.003
O -1.087 -5.176 -1.723 -0.609
C -2.044 -4.471 -1.581 0.421
O -3.161 -4.718 -2.337 -0.418
C -4.252 -3.866 -1.910 -0.576
C -3.512 -2.680 -1.354 0.057
C -2.313 -3.316 -0.674 1.768
H -4.770 -4.389 -1.100 0.274
H -4.998 -3.673 -2.676 0.373
H -4.197 -2.080 -0.743 -0.248
H -3.170 -1.924 -2.069 0.197
H -2.595 -3.647 0.325 -0.528
H -1.401 -2.722 -0.683 -0.905
O 5.086 -3.938 -1.858 -0.598
C 4.388 -3.712 -0.920 0.437
O 4.252 -4.573 0.111 -0.381
C 3.261 -4.078 1.017 -0.619
C 2.424 -3.117 0.195 0.839
C 3.348 -2.591 -0.863 0.082
H 3.764 -3.440 1.756 0.276
H 2.681 -4.786 1.602 0.436
H 2.018 -2.372 0.881 -0.446
H 1.529 -3.565 -0.249 -0.207
H 3.793 -1.644 -0.557 0.162
H 2.903 -2.543 -1.851 -0.008
C 1.012 0.626 4.448 -0.351
O 1.834 -0.307 3.766 -0.620
H 1.444 0.941 5.397 0.340
H 0.956 1.552 3.861 0.036
H -0.014 0.280 4.597 0.193
H 1.496 -0.299 2.853 0.298
N 0.603 -1.541 -3.598 0.421
C 0.481 -0.874 -4.786 -0.363
C 0.812 -1.709 -5.811 -0.813
C 0.955 -3.004 -5.211 -0.805
C 0.759 -2.888 -3.852 -0.388
H 0.543 -1.176 -2.660 0.254
H 0.120 0.144 -4.805 0.545
H 0.835 -1.632 -6.883 0.399
H 1.342 -3.840 -5.775 0.373
H 0.942 -3.573 -3.041 0.443
N -4.161 0.786 -0.520 0.269
C -4.088 1.410 0.678 -0.694
C -5.307 1.347 1.328 -0.740
C -6.193 0.705 0.401 -0.588
C -5.452 0.313 -0.674 -0.596
H -3.390 0.647 -1.148 0.249
H -3.097 1.693 1.004 0.657
H -5.560 1.760 2.288 0.469
H -7.243 0.556 0.590 0.423
H -5.638 -0.194 -1.610 0.498
N 0.582 2.413 -3.331 0.502
C -0.533 3.196 -3.224 -0.587
C -0.577 4.043 -4.299 -0.673
C 0.542 3.693 -5.148 -0.481
C 1.232 2.706 -4.496 -0.633
H 0.818 1.800 -2.568 0.089
H -1.125 3.168 -2.323 0.466
H -1.280 4.844 -4.449 0.426
H 0.756 4.111 -6.115 0.436
H 2.017 2.039 -4.813 0.447
```

=====

(2)
A 3-piece molecular cluster, C33H49N2O10 overall, computed with wB97M-V/def2-TZVPD.

Calculated values
E_LUMO: -3.8503 eV
Total charge: +1
Largest force on an atom: 1.86 eV/Å
2S+1: 1
Orbital gap: 7.5 eV

XYZ file:
```
94
Properties=species:S:1:pos:R:3:mulliken_charge:R:1
C 4.670 1.318 1.259 -1.665
C 3.412 2.082 0.836 1.186
C 2.887 1.818 -0.580 -0.634
C 3.003 0.374 -1.077 -1.556
C 2.280 -0.656 -0.197 -0.450
C 0.842 -0.970 -0.652 -1.068
C -0.231 -0.272 0.190 -0.401
C -0.493 -0.822 1.611 2.692
C -0.112 0.126 2.793 -1.686
C -0.223 1.629 2.550 -0.046
C -1.552 2.099 1.955 -0.187
C -1.433 3.485 1.281 -0.029
C -2.508 4.480 1.689 -0.796
O -3.724 4.254 1.009 -0.429
C -4.724 3.549 1.707 -0.606
C -1.927 -1.182 1.828 -1.504
N -2.155 -2.448 1.733 0.153
C -0.930 -3.176 1.270 0.257
C -0.862 -4.674 1.448 -0.832
C -2.051 -5.435 0.894 0.045
O -2.503 -6.414 1.464 -0.540
N -2.526 -4.947 -0.370 0.367
C -3.941 -4.562 -0.311 -1.075
C -2.211 -5.905 -1.447 -0.797
C 0.101 -2.242 1.885 -1.838
H 4.671 0.279 0.941 0.341
H 5.572 1.806 0.894 0.371
H 4.746 1.314 2.347 0.392
H 3.658 3.144 0.884 0.618
H 2.622 1.934 1.574 -0.849
H 1.825 2.092 -0.598 0.133
H 3.363 2.485 -1.296 0.450
H 2.602 0.339 -2.089 0.477
H 4.058 0.114 -1.168 0.396
H 2.868 -1.576 -0.212 0.450
H 2.279 -0.319 0.840 0.269
H 0.702 -2.046 -0.701 0.218
H 0.719 -0.613 -1.675 0.790
H -1.165 -0.261 -0.380 0.670
H 0.064 0.773 0.271 -0.312
H -0.775 -0.126 3.631 0.533
H 0.888 -0.136 3.139 0.404
H -0.079 2.130 3.506 0.753
H 0.595 1.962 1.907 -0.609
H -1.929 1.392 1.219 -0.075
H -2.298 2.174 2.750 0.609
H -1.524 3.358 0.202 0.346
H -0.454 3.920 1.475 -0.313
H -2.177 5.486 1.427 0.330
H -2.658 4.460 2.772 0.463
H -4.534 3.525 2.781 0.302
H -4.805 2.520 1.347 0.188
H -5.684 4.035 1.538 0.266
H -2.706 -0.483 2.110 0.649
H -3.042 -2.881 1.948 0.486
H -0.950 -3.015 0.191 0.328
H -0.012 -4.987 0.833 0.346
H -0.661 -4.994 2.467 0.357
H -4.468 -5.044 0.515 0.404
H -4.060 -3.480 -0.211 0.243
H -4.447 -4.848 -1.227 0.382
H -1.586 -6.717 -1.082 0.360
H -3.109 -6.347 -1.873 0.341
H -1.676 -5.408 -2.256 0.170
H 1.124 -2.414 1.564 0.285
H 0.086 -2.391 2.968 0.564
C 3.871 6.951 3.472 -0.821
C 3.230 5.875 3.003 0.412
C 2.188 5.970 1.919 0.791
O 1.665 4.929 1.549 -0.415
C 1.857 7.272 1.387 -1.194
C 2.496 8.356 1.855 0.350
C 3.556 8.260 2.925 1.071
O 4.085 9.294 3.273 -0.600
O 2.263 9.582 1.430 -0.570
O 3.447 4.641 3.445 -0.648
H 4.621 6.892 4.249 0.456
H 1.100 7.330 0.618 0.482
H 2.863 10.169 1.927 0.369
H 2.863 4.062 2.923 0.226
C 0.416 -4.310 -6.376 -0.966
C -0.609 -4.064 -5.554 0.301
C -1.857 -4.907 -5.548 1.177
O -2.715 -4.605 -4.733 -0.654
C -1.960 -6.005 -6.480 -1.097
C -0.937 -6.254 -7.313 0.343
C 0.324 -5.425 -7.305 1.004
O 1.199 -5.740 -8.083 -0.599
O -0.938 -7.233 -8.198 -0.558
O -0.631 -3.073 -4.668 -0.576
H 1.316 -3.712 -6.386 0.447
H -2.865 -6.595 -6.476 0.445
H -0.082 -7.192 -8.663 0.372
H -1.503 -3.133 -4.236 0.364
```

=====

Per-record E_tot, eV: -87611.5073, -58462.4966
Per-record molecular weight, g/mol: 808.7, 633.8
Per-record HOMO level, eV: -6.3, -11.4